#w
{"formula": "C11H14N2O4", "method": "wB97M-V/def2-TZVPD", "total_charge": 0, "smiles": "N[C@@H](Cc1ccc(O)cc1)C(=O)NCC(=O)O", "orbital_gap_ev": 9.5, "e_homo_ev": -9.09, "elements": ["N", "C", "C", "C", "C", "C", "C", "O", "C", "C", "C", "O", "N", "C", "C", "O", "O", "H", "H", "H", "H", "H", "H", "H", "H", "H", "H", "H", "H", "H", "H"], "coordinates": [[-0.402, 0.102, -3.010], [0.492, -0.575, -2.014], [1.267, 0.293, -1.077], [0.478, 1.170, -0.105], [-0.911, 0.993, -0.028], [-1.586, 2.095, 0.628], [-0.944, 2.854, 1.453], [-1.644, 3.640, 2.350], [0.472, 2.892, 1.550], [1.194, 2.047, 0.712], [-0.127, -1.759, -1.345], [-1.262, -2.135, -1.472], [0.799, -2.427, -0.522], [0.372, -3.354, 0.566], [-0.108, -2.600, 1.870], [-0.415, -3.143, 2.917], [-0.453, -1.297, 1.837], [-1.027, -0.520, -3.489], [-1.032, 0.702, -2.589], [1.187, -1.113, -2.710], [1.555, 1.135, -1.824], [2.130, -0.276, -0.647], [-1.367, 0.221, -0.547], [-2.696, 1.984, 0.643], [-1.200, 4.461, 2.526], [0.976, 3.411, 2.343], [2.214, 2.176, 0.552], [1.749, -2.345, -0.650], [1.231, -3.882, 0.869], [-0.509, -3.930, 0.193], [-0.432, -0.823, 1.019]], "nbo_charge": [-0.8164, -0.1681, -0.4328, -0.0354, -0.2558, -0.2317, 0.2591, -0.6797, -0.2256, -0.1958, 0.6665, -0.5955, -0.6558, -0.3270, 0.7648, -0.5677, -0.6798, 0.3759, 0.3545, 0.2286, 0.2472, 0.2253, 0.2244, 0.2337, 0.4786, 0.2194, 0.2129, 0.3910, 0.2307, 0.2585, 0.4961]}

#x
{"formula": "C11H14N2O4", "method": "wB97M-V/def2-TZVPD", "total_charge": 0, "smiles": "NCC(=O)N[C@@H](Cc1ccc(O)cc1)C(=O)O", "orbital_gap_ev": 8.8, "e_homo_ev": -8.39, "elements": ["N", "C", "C", "O", "N", "C", "C", "C", "C", "C", "C", "O", "C", "C", "C", "O", "O", "H", "H", "H", "H", "H", "H", "H", "H", "H", "H", "H", "H", "H", "H"], "coordinates": [[2.291, 4.488, -1.946], [1.271, 3.640, -2.641], [0.832, 2.304, -2.036], [-0.088, 1.658, -2.554], [1.436, 1.962, -0.862], [0.809, 0.720, -0.124], [-0.778, 0.588, 0.045], [-0.980, -0.676, 0.966], [-1.316, -1.952, 0.432], [-1.728, -2.982, 1.264], [-1.816, -2.818, 2.707], [-1.952, -3.837, 3.544], [-1.621, -1.535, 3.267], [-1.247, -0.510, 2.347], [1.322, -0.542, -0.910], [2.009, -1.408, -0.436], [0.722, -0.677, -2.110], [2.081, 4.719, -1.031], [3.304, 4.248, -1.961], [1.580, 3.482, -3.685], [0.456, 4.288, -2.869], [2.217, 2.384, -0.413], [1.353, 0.658, 0.896], [-1.356, 1.445, 0.581], [-1.341, 0.266, -0.915], [-1.397, -2.009, -0.643], [-1.810, -3.960, 0.951], [-2.152, -3.367, 4.491], [-2.105, -1.275, 4.374], [-1.203, 0.536, 2.723], [0.261, 0.127, -2.300]], "nbo_charge": [-0.8493, -0.3273, 0.6784, -0.6538, -0.6217, -0.1577, -0.4390, -0.0682, -0.1689, -0.2808, 0.3237, -0.6440, -0.3019, -0.1913, 0.7729, -0.5629, -0.6924, 0.3553, 0.3706, 0.2353, 0.2363, 0.4227, 0.2462, 0.2384, 0.2478, 0.2225, 0.2212, 0.4823, 0.2075, 0.2029, 0.4950]}

Which of them is most stable? Easy: #w.

#w
{"formula": "H24HeO12", "method": "wB97M-V/def2-TZVPD", "total_charge": 0, "orbital_gap_ev": 9.7, "e_homo_ev": -10.10, "elements": ["He", "O", "H", "H", "O", "H", "H", "O", "H", "H", "O", "H", "H", "O", "H", "H", "O", "H", "H", "O", "H", "H", "O", "H", "H", "O", "H", "H", "O", "H", "H", "O", "H", "H", "O", "H", "H"], "coordinates": [[-0.300, 0.232, 0.157], [1.983, -2.629, 1.983], [1.876, -1.950, 1.317], [2.074, -2.146, 2.805], [0.580, 0.742, -3.269], [1.051, 0.215, -3.915], [1.099, 0.661, -2.469], [-1.047, -3.741, -0.877], [-0.133, -4.025, -0.901], [-1.078, -2.985, -1.464], [-1.292, -0.311, 3.654], [-1.606, -0.967, 3.032], [-0.563, 0.117, 3.205], [2.761, -1.183, -0.399], [2.503, -1.750, -1.126], [2.771, -0.302, -0.773], [0.251, 1.970, 2.392], [-0.099, 2.245, 1.544], [-0.197, 2.526, 3.029], [-3.335, -0.098, 0.420], [-2.697, -0.749, 0.713], [-4.163, -0.578, 0.374], [2.833, 1.569, -1.045], [3.651, 2.008, -1.279], [2.794, 1.626, -0.090], [0.859, 3.658, -1.478], [1.596, 3.088, -1.258], [1.265, 4.475, -1.767], [-1.786, -2.440, 1.565], [-1.502, -2.769, 0.713], [-2.081, -3.219, 2.037], [-1.594, -1.071, -2.224], [-1.955, -0.518, -1.530], [-0.796, -0.619, -2.499], [-1.166, 2.865, 0.176], [-2.014, 2.886, -0.268], [-0.542, 3.166, -0.484]], "nbo_charge": [0.0009, -0.9548, 0.4821, 0.4674, -0.9368, 0.4721, 0.4740, -0.9636, 0.4736, 0.4995, -0.9716, 0.4807, 0.4810, -0.9565, 0.4691, 0.4787, -0.9843, 0.4977, 0.4762, -0.9629, 0.4890, 0.4705, -0.9674, 0.4953, 0.5001, -0.9602, 0.4853, 0.4816, -0.9942, 0.5040, 0.4825, -0.9795, 0.4910, 0.4839, -0.9859, 0.4865, 0.4951]}

#x
{"formula": "H24HeO12", "method": "wB97M-V/def2-TZVPD", "total_charge": 0, "orbital_gap_ev": 10.6, "e_homo_ev": -10.67, "elements": ["He", "O", "H", "H", "O", "H", "H", "O", "H", "H", "O", "H", "H", "O", "H", "H", "O", "H", "H", "O", "H", "H", "O", "H", "H", "O", "H", "H", "O", "H", "H", "O", "H", "H", "O", "H", "H"], "coordinates": [[-13.779, 16.744, 3.343], [-10.349, 16.156, 3.504], [-10.281, 16.996, 3.959], [-9.646, 16.179, 2.854], [-14.629, 16.948, -0.840], [-14.017, 16.224, -0.969], [-15.245, 16.629, -0.181], [-12.354, 16.371, 5.769], [-12.086, 15.858, 5.007], [-13.302, 16.464, 5.674], [-16.000, 17.709, 3.641], [-15.910, 17.328, 2.768], [-16.767, 18.278, 3.577], [-12.333, 18.127, 1.270], [-11.953, 17.399, 1.763], [-12.977, 17.715, 0.693], [-10.029, 18.774, 4.698], [-10.916, 19.124, 4.791], [-9.617, 19.337, 4.043], [-17.142, 14.537, 4.646], [-16.397, 15.070, 4.923], [-17.629, 14.367, 5.453], [-15.894, 16.007, 1.398], [-16.843, 16.009, 1.268], [-15.692, 15.113, 1.674], [-14.309, 20.276, 1.871], [-13.742, 19.507, 1.810], [-15.171, 19.960, 1.601], [-15.891, 13.199, 2.451], [-16.232, 13.646, 3.225], [-15.533, 12.377, 2.786], [-14.059, 19.422, 6.751], [-13.817, 19.549, 7.668], [-14.551, 18.601, 6.744], [-15.071, 15.865, 5.637], [-15.285, 16.441, 4.904], [-15.478, 16.281, 6.397]], "nbo_charge": [0.0015, -0.9837, 0.5020, 0.4681, -0.9656, 0.4643, 0.4869, -0.9628, 0.4757, 0.4706, -0.9789, 0.4972, 0.4810, -0.9652, 0.4825, 0.4844, -0.9485, 0.4910, 0.4737, -0.9848, 0.4843, 0.4784, -0.9778, 0.4874, 0.5181, -0.9492, 0.4882, 0.4528, -0.9858, 0.4973, 0.4821, -0.9234, 0.4686, 0.4552, -0.9526, 0.5082, 0.4786]}

#y
{"formula": "H24HeO12", "method": "wB97M-V/def2-TZVPD", "total_charge": 0, "orbital_gap_ev": 9.6, "e_homo_ev": -9.77, "elements": ["He", "O", "H", "H", "O", "H", "H", "O", "H", "H", "O", "H", "H", "O", "H", "H", "O", "H", "H", "O", "H", "H", "O", "H", "H", "O", "H", "H", "O", "H", "H", "O", "H", "H", "O", "H", "H"], "coordinates": [[-0.510, 17.712, 10.791], [-4.019, 15.204, 9.600], [-4.255, 15.721, 8.830], [-3.076, 15.061, 9.513], [-1.283, 15.590, 9.290], [-0.998, 14.916, 8.672], [-0.704, 15.485, 10.044], [-3.443, 19.465, 9.412], [-2.769, 19.052, 8.873], [-3.040, 19.553, 10.276], [0.948, 19.425, 9.343], [1.732, 19.747, 8.898], [0.243, 19.548, 8.706], [-1.837, 17.965, 7.939], [-1.403, 17.236, 8.383], [-2.704, 17.628, 7.716], [0.752, 20.403, 12.123], [0.978, 20.439, 11.194], [1.369, 21.001, 12.544], [-3.672, 16.691, 12.174], [-3.571, 16.610, 11.225], [-2.779, 16.638, 12.516], [2.909, 17.615, 10.631], [2.245, 18.249, 10.358], [2.933, 16.972, 9.922], [-2.096, 19.583, 11.725], [-1.182, 19.641, 12.003], [-2.593, 19.533, 12.542], [0.162, 17.839, 13.502], [0.189, 18.707, 13.099], [-0.243, 17.984, 14.356], [-0.161, 15.328, 11.950], [0.030, 16.118, 12.456], [0.685, 14.889, 11.864], [-2.073, 15.075, 14.120], [-2.711, 14.385, 13.937], [-1.406, 14.972, 13.442]], "nbo_charge": [0.0011, -0.9518, 0.4608, 0.4818, -0.9764, 0.4792, 0.5137, -1.0029, 0.4659, 0.4876, -0.9745, 0.4789, 0.5075, -0.9666, 0.5006, 0.4783, -0.9797, 0.5011, 0.4866, -0.9534, 0.4808, 0.4649, -0.9473, 0.4795, 0.4624, -0.9536, 0.4831, 0.4848, -0.9712, 0.4910, 0.4819, -0.9868, 0.5179, 0.4825, -0.9613, 0.4746, 0.4788]}

Which of them is most stable? Easy: #w.

#w
{"formula": "C2H10O2S", "method": "wB97M-V/def2-TZVPD", "total_charge": 0, "smiles": "CCS.O.O", "orbital_gap_ev": 9.8, "e_homo_ev": -9.33, "elements": ["C", "C", "S", "H", "H", "H", "H", "H", "H", "O", "H", "H", "O", "H", "H"], "coordinates": [[-1.086, -0.317, -1.461], [0.227, 0.494, -1.611], [0.337, 1.765, -0.384], [-1.920, 0.382, -1.456], [-1.109, -0.999, -0.617], [-1.337, -0.919, -2.340], [1.062, -0.192, -1.518], [0.154, 0.912, -2.612], [0.107, 2.914, -1.009], [-1.214, -0.788, 2.193], [-1.907, -0.281, 2.655], [-0.614, -0.066, 1.907], [2.686, -0.981, 2.357], [2.871, -1.168, 1.431], [1.742, -0.757, 2.466]], "nbo_charge": [-0.6179, -0.5469, -0.0594, 0.2091, 0.2228, 0.2088, 0.2181, 0.2286, 0.1368, -0.9403, 0.4723, 0.4672, -0.9456, 0.4713, 0.4750]}

#x
{"formula": "C2H10O2S", "method": "wB97M-V/def2-TZVPD", "total_charge": 0, "orbital_gap_ev": 8.4, "e_homo_ev": -9.00, "elements": ["C", "S", "C", "H", "H", "H", "H", "H", "H", "H", "H", "O", "H", "H", "O"], "coordinates": [[0.401, -1.618, 0.236], [-0.431, -0.315, -0.847], [-2.804, -0.371, -0.252], [0.353, -1.352, 1.302], [1.443, -1.798, -0.018], [-0.042, -2.562, -0.027], [-2.873, 0.768, -0.921], [-2.996, -1.371, -0.983], [-2.551, -0.236, 1.033], [-0.166, 1.892, 0.632], [0.302, 3.316, 0.203], [0.634, 2.530, 0.659], [2.651, -0.287, -0.587], [2.782, 1.003, 0.069], [3.297, 0.400, -0.500]], "nbo_charge": [-0.7261, -0.0798, -0.6584, 0.2186, 0.2194, 0.2191, 0.2530, 0.2786, 0.2828, 0.4817, 0.4689, -0.9590, 0.4540, 0.4794, -0.9321]}

Which of them is most stable? Easy: #w.

#w
{"formula": "C16H25N3O4S", "method": "wB97M-V/def2-TZVPD", "total_charge": 0, "smiles": "CCOC(=O)c1sc(C)c(C(=O)NCCCN2CCOCC2)c1N", "orbital_gap_ev": 8.4, "e_homo_ev": -7.91, "elements": ["C", "C", "O", "C", "O", "C", "S", "C", "C", "C", "C", "O", "N", "C", "C", "C", "N", "C", "C", "O", "C", "C", "C", "N", "H", "H", "H", "H", "H", "H", "H", "H", "H", "H", "H", "H", "H", "H", "H", "H", "H", "H", "H", "H", "H", "H", "H", "H", "H"], "coordinates": [[6.563, 3.292, -3.270], [5.164, 3.855, -3.056], [4.197, 2.818, -2.939], [4.055, 2.255, -1.724], [4.679, 2.605, -0.737], [3.084, 1.199, -1.721], [2.256, 0.682, -3.160], [1.430, -0.563, -2.294], [0.528, -1.470, -3.059], [1.760, -0.581, -0.961], [1.271, -1.501, 0.088], [1.938, -1.771, 1.077], [0.039, -2.028, -0.113], [-0.602, -2.859, 0.880], [-1.524, -2.063, 1.807], [-2.696, -1.429, 1.055], [-3.762, -1.038, 1.959], [-3.419, 0.118, 2.772], [-4.558, 0.399, 3.752], [-5.773, 0.632, 3.080], [-6.104, -0.474, 2.276], [-5.006, -0.771, 1.256], [2.737, 0.420, -0.625], [3.209, 0.614, 0.616], [6.577, 2.643, -4.143], [7.266, 4.107, -3.419], [6.867, 2.719, -2.398], [4.842, 4.448, -3.916], [5.139, 4.468, -2.149], [0.836, -1.491, -4.102], [0.564, -2.482, -2.660], [-0.504, -1.114, -3.032], [-0.545, -1.641, -0.834], [0.197, -3.315, 1.468], [-1.165, -3.644, 0.367], [-0.929, -1.297, 2.306], [-1.927, -2.735, 2.566], [-2.345, -0.571, 0.452], [-3.115, -2.175, 0.371], [-2.510, -0.095, 3.335], [-3.250, 1.012, 2.144], [-4.351, 1.299, 4.334], [-4.666, -0.461, 4.430], [-7.040, -0.221, 1.774], [-6.255, -1.363, 2.907], [-5.282, -1.653, 0.674], [-4.907, 0.091, 0.571], [3.969, 1.270, 0.716], [3.067, -0.138, 1.277]], "nbo_charge": [-0.6338, -0.0732, -0.5135, 0.7724, -0.6497, -0.4512, 0.4683, -0.0991, -0.6627, -0.2585, 0.6773, -0.6495, -0.6099, -0.2208, -0.4170, -0.2151, -0.4384, -0.2569, -0.0723, -0.5209, -0.0725, -0.2484, 0.2749, -0.7827, 0.2092, 0.2140, 0.2229, 0.1874, 0.1988, 0.2363, 0.2378, 0.2220, 0.3952, 0.2387, 0.1911, 0.2096, 0.2201, 0.1618, 0.1898, 0.2079, 0.1683, 0.1950, 0.1658, 0.1937, 0.1656, 0.2019, 0.1664, 0.4260, 0.4276]}

#x
{"formula": "C16H25N3O4S", "method": "wB97M-V/def2-TZVPD", "total_charge": 0, "smiles": "CCCNS(=O)(=O)c1ccc(OCC(=O)N2CCN(C)CC2)cc1", "orbital_gap_ev": 9.7, "e_homo_ev": -9.03, "elements": ["C", "C", "C", "N", "S", "O", "O", "C", "C", "C", "C", "O", "C", "C", "O", "N", "C", "C", "N", "C", "C", "C", "C", "C", "H", "H", "H", "H", "H", "H", "H", "H", "H", "H", "H", "H", "H", "H", "H", "H", "H", "H", "H", "H", "H", "H", "H", "H", "H"], "coordinates": [[7.748, 0.005, 0.286], [6.464, 0.800, 0.081], [5.375, 0.431, 1.087], [4.834, -0.888, 0.830], [3.596, -1.331, 1.873], [3.418, -2.744, 1.710], [3.838, -0.818, 3.195], [2.231, -0.450, 1.143], [1.697, 0.652, 1.784], [0.660, 1.342, 1.191], [0.156, 0.927, -0.046], [-0.862, 1.681, -0.538], [-1.423, 1.348, -1.791], [-2.146, -0.007, -1.853], [-1.903, -0.776, -2.768], [-3.017, -0.290, -0.872], [-3.510, 0.602, 0.150], [-5.002, 0.860, -0.077], [-5.723, -0.398, -0.055], [-7.154, -0.206, -0.128], [-5.235, -1.267, -1.111], [-3.748, -1.541, -0.901], [0.702, -0.188, -0.680], [1.743, -0.872, -0.076], [8.118, 0.135, 1.301], [8.515, 0.346, -0.406], [7.585, -1.056, 0.111], [6.081, 0.630, -0.927], [6.678, 1.865, 0.189], [4.533, 1.123, 0.996], [5.763, 0.504, 2.112], [5.540, -1.610, 0.822], [2.100, 0.944, 2.740], [0.219, 2.206, 1.662], [-0.657, 1.340, -2.576], [-2.135, 2.150, -2.010], [-2.961, 1.541, 0.153], [-3.380, 0.114, 1.122], [-5.384, 1.495, 0.726], [-5.139, 1.392, -1.037], [-7.473, 0.408, 0.713], [-7.473, 0.283, -1.062], [-7.646, -1.175, -0.057], [-5.786, -2.209, -1.071], [-5.385, -0.818, -2.110], [-3.349, -2.150, -1.713], [-3.602, -2.053, 0.055], [0.322, -0.535, -1.627], [2.179, -1.742, -0.538]], "nbo_charge": [-0.6085, -0.4009, -0.2306, -0.8617, 2.3120, -0.9376, -0.9450, -0.3902, -0.1564, -0.2670, 0.3194, -0.4927, -0.1645, 0.6516, -0.6327, -0.4278, -0.2261, -0.2296, -0.4366, -0.4057, -0.2304, -0.2331, -0.2717, -0.1454, 0.2061, 0.2168, 0.1951, 0.2063, 0.2086, 0.2037, 0.1938, 0.3991, 0.2457, 0.2288, 0.2130, 0.2145, 0.2302, 0.2057, 0.2072, 0.1605, 0.2014, 0.1644, 0.2031, 0.2087, 0.1677, 0.2497, 0.2011, 0.2392, 0.2404]}

Which of them is most stable? Easy: #w.